1.
C5H10O2 | ωB97M-V/def2-TZVPD

XYZ file:
```
17
Properties=species:S:1:pos:R:3:lowdin_charge:R:1
O 0.5577 -2.0615 0.4161 -0.027
O -0.1358 2.0739 -0.9836 -0.020
C 1.4068 0.2621 -0.1122 -0.060
C -0.6596 0.1143 0.5789 -0.230
C 0.2640 1.2745 0.0932 -0.349
C -1.6078 -0.4351 -0.4885 -0.042
C 0.6338 -0.7099 0.8025 -0.349
H 0.4773 1.9730 0.9071 0.151
H 2.4290 0.5534 0.1542 0.110
H -1.8691 0.3387 -1.2191 0.070
H 0.9631 -0.6188 1.8482 0.148
H -2.5534 -0.7627 -0.0486 0.079
H -1.2099 0.3375 1.4973 0.134
H -0.3691 1.4855 -1.7130 0.079
H 1.4555 -2.4174 0.4266 0.100
H 1.3960 -0.1153 -1.1432 0.126
H -1.1784 -1.2921 -1.0160 0.080
```

Values from the calculation:
SMILES string   C[C@@H]1[C@H](O)C[C@@H]1O
Max |F|   0.3 eV/Å
Highest occupied orbital energy   -10.006 eV
Net charge   0
Spin multiplicity   1
Orbital gap   10.83 eV

2.
C8H13OPS3 | ωB97M-V/def2-TZVPD

XYZ file:
```
26
Properties=species:S:1:pos:R:3:lowdin_charge:R:1
S 1.4460 0.8395 -2.9392 0.464
S 1.5602 -1.8510 -0.7136 0.256
S 2.7942 1.3037 0.1868 0.459
P 2.4044 -0.1349 -1.2343 -0.314
O 3.8452 -0.5749 -1.7526 -0.346
C -0.3848 2.0570 1.3119 -0.136
C -0.9936 2.1423 0.0188 -0.100
C -1.8927 -1.4987 -0.7221 -0.028
C -1.2516 0.9732 -0.6440 -0.116
C -0.8381 -1.6537 2.0774 -0.038
C -1.3452 -0.2527 -0.0222 -0.243
C -0.8711 -0.3370 1.2810 -0.238
C -0.3317 0.8025 1.9177 -0.070
H -1.2707 -2.2682 -0.6756 -0.005
H 4.2818 0.1308 -2.2042 0.043
H -2.1147 -1.3246 -1.7571 0.089
H 0.0716 -2.2672 1.9833 0.071
H -2.6983 -1.7139 -0.1454 0.053
H 0.2568 0.6827 2.7685 0.095
H 1.3474 1.5887 0.1793 -0.104
H -1.6858 -2.2144 1.7987 0.047
H -1.0482 3.0544 -0.5623 0.106
H 1.7030 -0.2692 -3.4968 -0.241
H -1.0317 -1.3174 3.1377 0.096
H -0.2662 3.0140 1.8098 0.104
H -1.6862 1.0889 -1.6013 0.096
```

Values from the calculation:
SMILES string   Cc1ccccc1C.OP(=S)(S)S
Max |F|   4.6 eV/Å
Highest occupied orbital energy   -8.524 eV
Net charge   0
Spin multiplicity   1
Orbital gap   8.64 eV

3.
C6H10N2O2 | ωB97M-V/def2-TZVPD

XYZ file:
```
20
Properties=species:S:1:pos:R:3:lowdin_charge:R:1
O -0.3077 2.2396 0.3168 0.087
O -0.2901 0.1192 2.9601 -0.053
N 2.5068 1.7522 -2.2899 0.160
N -0.8290 0.0660 -0.3101 -0.116
C 2.0538 1.2539 -1.3497 -0.171
C -0.1443 -1.1178 -0.8018 -0.151
C 1.4592 0.5969 -0.1807 -0.194
C -2.2573 0.2020 -0.4646 -0.026
C 0.0079 1.0984 0.0220 -0.441
C 1.3008 -0.9300 -0.3276 -0.113
H -2.7145 0.3329 0.5218 0.094
H -2.6769 -0.6946 -0.9419 0.093
H 1.4294 -1.3840 0.6622 0.113
H 0.4656 -0.3136 3.3730 0.038
H 2.0284 -1.3793 -1.0104 0.122
H -0.6068 -2.0214 -0.3815 0.123
H 2.0538 0.8791 0.6989 0.156
H -0.2171 -1.1742 -1.8996 0.130
H -0.7697 -0.6013 2.4929 0.048
H -2.4922 1.0761 -1.0900 0.101
```

Values from the calculation:
SMILES string   CN1CC[C@@H](C#N)C1=O.O
Max |F|   1.3 eV/Å
Highest occupied orbital energy   -9.696 eV
Net charge   0
Spin multiplicity   1
Orbital gap   9.95 eV

4.
C3H17NO4 | ωB97M-V/def2-TZVPD

XYZ file:
```
25
Properties=species:S:1:pos:R:3:lowdin_charge:R:1
O 2.2766 1.7333 1.7631 -0.047
O -0.4749 0.7029 -3.1406 -0.059
O 1.4415 -0.1660 3.6567 -0.080
O 0.4349 3.2403 -0.8029 -0.044
N -1.1901 -1.3910 -0.3764 -0.304
C -1.4622 -2.0189 0.8815 -0.140
C -1.9974 -1.9378 -1.4470 -0.122
C 0.2083 -1.2269 -0.7134 -0.098
H 1.7597 2.0052 0.9963 0.023
H -2.4907 -2.8624 -1.1061 0.064
H 0.2004 0.0549 -3.4238 0.057
H 0.0574 2.9267 -1.6226 0.018
H -0.3725 0.8864 -2.2109 -0.001
H 0.5189 4.1945 -0.6984 0.048
H 0.6700 -0.5139 -0.0233 0.082
H 0.2609 -0.7328 -1.6700 0.031
H -2.0149 -1.4834 1.6856 0.087
H 1.9364 0.4801 4.1627 0.020
H 1.3337 0.1744 2.7552 -0.001
H -3.0142 -1.4733 -1.4847 0.088
H 2.3472 2.4652 2.3691 0.043
H -0.5190 -2.0458 1.4882 0.081
H -1.6706 -3.0795 1.0188 0.078
H 0.7087 -2.2050 -0.6819 0.097
H -1.6640 -2.1305 -2.4565 0.078
```

Values from the calculation:
SMILES string   CN(C)C.O.O.O.O
Max |F|   4.1 eV/Å
Highest occupied orbital energy   -8.210 eV
Net charge   0
Spin multiplicity   1
Orbital gap   8.56 eV

5.
C14H16O | ωB97M-V/def2-TZVPD

XYZ file:
```
31
Properties=species:S:1:pos:R:3:lowdin_charge:R:1
O -0.0773 0.1089 -3.2109 0.036
C -0.9826 1.2731 0.1354 -0.034
C 0.9324 -1.3208 2.2402 -0.102
C -0.8180 3.5482 1.2301 -0.058
C -0.1225 -2.5128 0.4343 -0.307
C 0.0897 2.4038 -2.2379 -0.025
C -0.1360 1.0212 -2.1612 -0.297
C -0.4563 2.5644 0.1293 -0.285
C -0.2385 -1.7896 1.6124 -0.074
C -0.6489 0.4921 -0.9633 -0.014
C 2.1489 -1.3793 1.6286 -0.084
C -1.3851 -3.1985 -0.0563 -0.049
C 2.2517 -2.1770 0.4388 -0.075
C 1.1214 -2.5531 -0.2403 -0.064
C 0.1416 3.0765 -1.0242 -0.063
H -2.1046 -3.5313 0.6740 0.072
H 3.2508 -2.2803 0.0148 0.100
H 1.1038 -2.7694 -1.3147 0.122
H -1.1992 -1.7548 2.1225 0.112
H 0.6498 4.0367 -0.9927 0.113
H -1.8821 -2.5607 -0.7951 0.079
H -0.7014 -0.6102 -0.9377 0.093
H -1.6428 4.2340 1.0040 0.082
H -1.6616 0.9642 0.9105 0.110
H 0.2767 2.9737 -3.1483 0.113
H 0.0647 4.1682 1.4224 0.076
H 0.3084 0.7081 -3.8608 0.093
H -1.0463 -4.1406 -0.4580 0.071
H -1.0468 2.9163 2.0835 0.066
H 0.7661 -0.9272 3.2354 0.100
H 3.0440 -0.9840 2.0852 0.095
```

Values from the calculation:
SMILES string   Cc1ccc(O)cc1.Cc1ccccc1
Max |F|   2.4 eV/Å
Highest occupied orbital energy   -8.205 eV
Net charge   0
Spin multiplicity   1
Orbital gap   9.09 eV

6.
C4H6O | ωB97M-V/def2-TZVPD

XYZ file:
```
11
Properties=species:S:1:pos:R:3:lowdin_charge:R:1
O 2.4414 0.0822 0.3888 -0.003
C -1.1623 -0.5703 0.0238 -0.107
C 1.4885 -0.4062 -0.2164 -0.253
C -0.7874 0.8596 -0.1308 -0.131
C 0.2416 -0.1004 0.4608 -0.241
H -1.8932 -0.8600 0.7711 0.093
H -1.1991 1.5731 0.5814 0.104
H 1.1000 0.3203 1.2613 0.197
H -1.2650 -1.1383 -0.9123 0.109
H 1.6709 -1.0227 -1.1005 0.130
H -0.6355 1.2627 -1.1271 0.102
```

Values from the calculation:
SMILES string   O=CC1CC1
Max |F|   4.0 eV/Å
Highest occupied orbital energy   -9.984 eV
Net charge   0
Spin multiplicity   1
Orbital gap   10.90 eV

7.
C4H12 | ωB97M-V/def2-TZVPD

XYZ file:
```
16
Properties=species:S:1:pos:R:3:lowdin_charge:R:1
C -1.9652 0.3989 -1.6669 -0.204
C -0.7624 1.2166 -1.3634 -0.219
C 1.5915 -0.7270 2.2741 -0.166
C 1.1578 -0.8697 0.8006 -0.212
H 2.5935 -1.0712 2.1565 0.059
H 0.7144 -1.1053 2.8825 0.087
H 0.1470 0.4987 -1.6048 0.095
H 0.0339 -0.6775 0.5873 0.073
H -2.2992 -0.1436 -0.7384 0.077
H 1.2576 -1.9189 0.4624 0.058
H -2.8416 0.9313 -2.1318 0.077
H -1.6856 -0.3403 -2.4015 0.050
H 1.3788 0.2899 2.5142 0.041
H -0.6240 2.1775 -1.8499 0.052
H 1.8711 -0.2997 0.1595 0.068
H -0.6760 1.5463 -0.3018 0.063
```

Values from the calculation:
SMILES string   CC.CC
Max |F|   4.0 eV/Å
Highest occupied orbital energy   -11.136 eV
Net charge   0
Spin multiplicity   1
Orbital gap   12.22 eV

8.
C15H23N3O4 | ωB97M-V/def2-TZVPD

XYZ file:
```
45
Properties=species:S:1:pos:R:3:lowdin_charge:R:1
O -4.9097 3.4050 -1.0200 0.039
O 0.2570 0.2998 -1.1960 0.096
O -3.5955 -2.0465 -1.2445 0.115
O -3.8188 -3.1504 0.6790 0.122
N -1.0532 -1.5866 -0.9225 0.079
N 1.4976 -2.6991 -0.9355 0.060
N 5.6744 0.3456 -0.8312 -0.017
C 3.9286 1.6978 0.5567 -0.199
C -2.0343 1.6041 0.2065 -0.037
C -4.7788 1.2994 0.2723 0.027
C -1.6734 -0.7392 1.3118 -0.040
C -1.7135 -1.9225 0.2619 -0.254
C -2.5215 0.4104 0.6751 -0.209
C -3.1191 -2.3975 -0.1895 -0.481
C 0.1434 -0.8261 -0.7588 -0.439
C 1.3404 -1.4805 -0.1156 -0.263
C -4.2152 2.4551 -0.3317 -0.320
C -3.9191 0.2760 0.7110 -0.033
C 2.7548 0.6666 0.8278 -0.180
C 2.6715 -0.4677 -0.2954 -0.111
C 5.4114 1.1644 0.3946 -0.260
C -2.8712 2.4912 -0.4186 -0.045
H 3.6142 -1.1177 -0.1169 0.118
H 1.1043 -3.5115 -0.5038 0.063
H -2.0665 -1.1105 2.2877 0.130
H -5.7777 1.1672 0.4721 0.082
H -0.9942 1.8112 0.2239 0.098
H 1.2682 -1.5612 0.9573 0.129
H -4.6607 -3.2532 0.2321 0.126
H 4.1420 2.6011 1.3123 0.139
H -2.4400 3.2391 -1.0925 0.127
H -1.7346 -1.2594 -1.5698 0.122
H 3.0352 0.2704 1.7938 0.092
H -1.3632 -2.8696 0.7996 0.168
H -4.1886 3.9521 -1.4580 0.129
H 3.6286 2.1745 -0.3382 0.071
H 4.9742 -0.3063 -1.0495 -0.010
H 2.6587 -0.1553 -1.3445 0.101
H -0.6479 -0.4281 1.5375 0.104
H 5.7171 0.5755 1.2671 0.099
H 1.8295 1.2401 0.9011 0.090
H 5.8099 0.9574 -1.6635 0.079
H 6.0575 2.0155 0.2988 0.085
H -4.3124 -0.6838 1.1618 0.130
H 0.8907 -2.5467 -1.7455 0.078
```

Values from the calculation:
SMILES string   NCCCC[C@H](N)C(=O)N[C@@H](Cc1ccc(O)cc1)C(=O)O
Max |F|   3.7 eV/Å
Highest occupied orbital energy   -8.640 eV
Net charge   0
Spin multiplicity   1
Orbital gap   9.14 eV